No. 1
Density functional theory data (ωB97M-V with the def2-TZVPD basis set) for an isolated molecule of C18H23N3O4S at a distorted geometry.

```
49
C18H23N3O4S | OMol25 | ωB97M-V with the def2-TZVPD basis set
H 0.101 0.102 -1.192
O 1.419 -1.072 2.003
H -0.919 -0.467 1.664
C -2.656 1.886 -2.392
S 1.333 -1.769 0.703
H 0.588 2.473 -0.234
C -2.311 2.173 -1.057
H -1.999 3.185 -0.785
O 1.986 -3.089 0.674
H 1.865 -1.413 -1.486
O 6.452 2.077 1.053
N -0.292 -1.945 0.268
C 5.231 2.038 0.969
C 1.091 0.472 -0.953
C -3.688 -1.202 1.733
C 3.310 2.522 -0.367
H 2.989 -0.498 -0.469
N 2.440 1.913 0.506
C 2.979 1.449 1.744
C -3.033 0.609 -2.713
C -0.580 -3.063 -0.621
C -2.316 1.161 -0.097
H -2.620 2.678 -3.109
H 1.461 0.954 -1.854
H -1.499 -2.811 -1.130
H -0.715 -4.023 -0.089
C -2.728 -0.146 -0.445
C 4.330 1.422 1.939
H 0.531 1.242 1.023
N 4.656 2.647 -0.130
H -2.080 1.359 0.950
H -1.272 -2.118 2.116
C -3.564 -2.403 0.778
C -2.634 -1.210 0.668
H -3.363 0.413 -3.708
H -4.460 -0.472 1.527
H 2.335 1.135 2.567
H -3.251 -3.372 1.218
O 2.931 2.862 -1.491
H 5.250 2.815 -0.912
H 0.199 -3.221 -1.380
H 4.709 1.023 2.881
H -3.419 -1.314 2.814
C -1.250 -1.432 1.258
C 1.070 1.550 0.151
H -4.253 -2.493 -0.063
C -3.003 -0.443 -1.795
C 1.952 -0.757 -0.640
H -3.304 -1.428 -2.099
```

Computed properties:
Charge: 0
Highest occupied orbital energy (eV): -9.224
LUMO energy (hartree): 0.01719
Spin multiplicity: 1
Structure (SMILES): CN(CC1(c2ccccc2)CC1)S(=O)(=O)CCCn1ccc(=O)[nH]c1=O

Atomic partial charges in e from the Löwdin method, atoms 1 to 5: 0.094, -0.323, 0.107, -0.080, 0.709

***

No. 2
Density functional theory data (ωB97M-V with the def2-TZVPD basis set) for a structure of composition C18H23N4OPtSe2 at a distorted geometry.

```
49
C18H23N4OPtSe2 | OMol25 | ωB97M-V with the def2-TZVPD basis set
H 0.709 3.126 -3.266
H -2.117 2.954 -0.878
H -0.837 -0.767 6.114
N 2.691 -0.709 -0.865
C -3.454 -0.023 -0.270
N -2.185 0.357 -0.057
Se 2.108 0.614 2.277
H -5.544 0.346 -0.068
C 5.256 -0.341 -1.854
H -1.299 -2.841 2.391
C -1.363 -2.900 -1.281
H 1.643 1.767 -2.620
H -0.772 -2.718 -2.181
C -1.217 -1.896 4.329
H -1.814 1.233 0.283
H -4.214 -1.948 -1.044
H 6.257 -0.161 -2.226
C 4.162 -0.233 -2.691
H -0.693 -3.297 -0.516
H 5.881 -0.800 0.160
H 0.979 0.578 5.033
C -4.607 0.898 -0.045
H -4.527 1.409 0.916
C -0.224 2.141 -1.579
N -1.311 -0.611 -0.380
H 4.275 0.013 -3.738
C 3.759 -0.827 -0.060
H -0.721 1.357 -2.162
H -0.746 4.075 -0.789
C 0.717 -0.421 3.151
H 2.030 -0.426 -2.797
C 0.432 -0.176 4.483
C -0.829 -2.083 3.009
H 1.578 3.298 -1.727
Pt 0.717 -0.180 -0.143
N 0.121 -1.354 2.427
H -4.645 1.659 -0.827
C -2.021 -1.641 -0.817
C 5.053 -0.674 -0.524
C -3.386 -1.314 -0.759
H -2.001 -2.509 4.755
Se 3.507 -1.195 1.813
H -2.112 -3.655 -1.511
C 2.905 -0.447 -2.169
H -1.495 3.698 -2.355
C -1.209 3.286 -1.387
O 0.132 1.660 -0.284
C 1.001 2.608 -2.350
C -0.573 -0.930 5.077
```

Computed properties:
Charge: +1
Highest occupied orbital energy (eV): -10.804
LUMO energy (hartree): -0.14578
Spin multiplicity: 1

Atomic partial charges in e from the Löwdin method, atoms 1 to 5: 0.089, 0.059, 0.118, -0.137, -0.269

***

No. 3
Density functional theory data (ωB97M-V with the def2-TZVPD basis set) for an isolated molecule of C18H23N5O2 at a distorted geometry.

```
48
C18H23N5O2 | OMol25 | ωB97M-V with the def2-TZVPD basis set
H 0.105 1.756 -0.899
H -2.107 0.085 2.070
C -0.319 3.610 0.072
C -0.621 -3.252 -0.748
H -1.341 -3.044 -1.538
H 0.857 -4.604 -3.424
N 2.126 -0.108 1.971
H -0.736 -4.302 -0.439
C -1.617 -0.821 1.775
C 0.411 -3.637 -3.638
H -0.788 -1.297 -3.027
O -0.735 5.611 1.200
H -0.837 4.049 -0.766
C 0.292 -1.223 -2.926
N -1.646 -1.269 0.484
H -2.795 -1.323 -1.252
C 0.486 3.825 2.331
N 0.726 -3.096 -1.284
C -0.918 -2.417 0.457
N -0.463 -2.715 1.653
C 0.911 -2.594 -2.633
C 1.716 -1.513 0.371
H 0.692 -0.831 -3.858
H 0.426 6.646 2.575
N 1.126 -0.416 0.007
H -0.630 -1.736 3.521
O 2.349 -1.380 1.540
H -1.121 7.368 2.069
C 1.747 -2.848 -0.311
C 1.387 0.442 1.043
H 1.521 2.116 3.101
H 0.683 -3.339 -4.647
H -0.670 -3.740 -3.592
H 2.728 -2.969 -0.782
H -1.115 5.996 3.204
H -1.610 0.002 -1.169
C -0.886 -1.729 2.481
C -0.184 4.369 1.238
H 1.995 -2.502 -2.762
C -0.621 6.438 2.333
H 1.657 -3.594 0.486
C 1.004 2.547 2.259
C 0.866 1.790 1.100
H 0.608 4.389 3.243
C -2.316 -0.598 -0.593
H -3.081 0.059 -0.180
C 0.199 2.338 0.004
H 0.537 -0.538 -2.119
```

Computed properties:
Charge: 0
Highest occupied orbital energy (eV): -8.336
LUMO energy (hartree): 0.02635
Spin multiplicity: 1
Structure (SMILES): COc1ccc(-c2noc(CN(Cc3nccn3C)C(C)C)n2)cc1

Atomic partial charges in e from the Löwdin method, atoms 1 to 5: 0.100, 0.114, 0.004, -0.080, 0.108

***

Energy relative to the best compared isomer or geometry (same formula, charge and spin)
In order: 72.8; 39.5; 87.3
Unit: kcal/mol